(1)
14
Properties=species:S:1:pos:R:3:forces:R:3 method="wB97M-V/def2-TZVPD" orbital_gap_ev="8.617 / 6.992" e_above_lowest_kcal_mol=0.5 lumo_energy_ev="0.04 / -2.49" energy_ha=-2271.336183 spin_multiplicity=2
Zn -5.958 2.011 0.339 0.8 -0.5 -0.1
I -3.739 0.535 0.126 -0.9 0.5 0.1
C 1.464 0.608 0.757 -0.2 0.1 1.0
C 0.861 0.004 -0.519 0.1 1.5 1.1
C 0.554 -1.461 -0.411 0.3 -0.4 -0.8
O -0.305 0.775 -0.929 1.3 -0.7 -0.1
H 0.895 0.403 1.664 -0.3 -0.5 0.0
H 1.514 1.696 0.811 0.0 0.1 -0.8
H 2.474 0.248 0.955 0.1 -0.2 -0.2
H 1.686 0.129 -1.221 -0.6 0.2 -0.8
H -0.271 -1.732 0.248 0.0 0.2 0.1
H 1.451 -2.013 -0.128 0.0 0.0 0.3
H 0.340 -1.785 -1.430 -0.4 -0.3 0.1
H -0.967 0.580 -0.262 -0.3 0.1 0.1

=====

(2)
25
Properties=species:S:1:pos:R:3:forces:R:3 method="wB97M-V/def2-TZVPD" charge=+2 orbital_gap_ev=5.923 e_above_lowest_kcal_mol=0.0 lumo_energy_ev=-9.94 energy_ha=-2208.749158 spin_multiplicity=1
C -1.360 0.126 1.897 1.8 1.2 0.6
I -2.757 -0.833 -0.360 -0.8 0.2 -1.0
H -0.484 0.226 1.172 -1.5 -0.6 0.5
H -1.534 -0.905 2.224 0.2 0.2 -0.2
H -0.950 0.705 2.736 -0.9 0.1 0.2
Sc 2.123 -0.182 -1.417 0.6 0.6 1.4
P 0.494 1.982 -0.567 0.0 1.9 -0.3
C -1.073 2.958 -0.638 -0.9 -0.8 0.0
C 1.337 3.296 0.395 0.9 -0.5 0.7
H 1.942 1.919 -2.541 0.4 0.4 -0.5
H 1.209 3.545 -2.264 0.4 -0.3 -0.2
H 0.222 2.233 -2.946 0.2 -0.1 -0.1
C 1.031 2.463 -2.247 -0.2 -0.5 -0.1
H 2.366 2.975 0.623 -0.2 0.5 0.1
H 1.339 4.236 -0.194 0.0 -0.6 0.3
H -0.789 3.989 -0.915 0.0 -0.6 0.2
H -1.601 2.964 0.325 0.2 0.0 -0.3
H 0.790 3.461 1.342 0.3 -0.1 -0.4
H -1.742 2.550 -1.401 -0.1 0.1 0.1
C -2.653 0.633 1.279 -0.2 1.3 1.7
O -3.388 1.505 1.657 1.7 -2.4 -1.7
Cl 4.281 0.250 -0.843 -1.8 -0.3 -0.5
O 1.400 -1.720 -0.091 -0.4 0.4 -0.2
H 0.393 -1.625 0.031 1.6 -0.9 0.4
H 1.889 -2.379 0.496 -1.3 1.0 -0.7

=====

(3)
16
Properties=species:S:1:pos:R:3:forces:R:3 method="wB97M-V/def2-TZVPD" orbital_gap_ev=9.990 e_above_lowest_kcal_mol=38.6 lumo_energy_ev=0.58 energy_ha=-400.160030 spin_multiplicity=1 smiles="CCNC(=O)O.O"
C -0.326 -1.328 -0.422 -2.5 1.6 3.1
N 0.590 -0.747 0.601 0.5 -1.2 -1.6
C 0.501 0.456 1.264 0.4 -0.3 -2.4
O 0.627 0.264 2.560 0.3 -1.3 0.1
O 0.376 1.537 0.729 -0.6 -0.2 0.8
C 0.197 -1.882 -1.671 -0.4 0.8 -2.5
H -0.718 -2.157 0.182 -0.6 0.0 -0.5
H -1.167 -0.588 -0.529 0.8 -0.6 -0.2
H 1.513 -1.103 0.474 0.7 -0.2 0.6
H 0.322 1.071 2.892 -0.3 2.3 1.7
H -0.600 -1.963 -2.506 1.2 0.7 1.3
H 0.411 -2.895 -1.501 1.0 -1.4 0.1
H 1.077 -1.300 -1.988 -0.3 -0.4 -0.4
H -0.176 3.249 -0.018 -0.6 -0.1 0.2
H -1.707 3.589 0.242 1.2 0.0 -0.5
O -0.921 3.797 -0.308 -0.7 0.2 0.2

=====

(4)
9
Properties=species:S:1:pos:R:3:forces:R:3 method="wB97M-V/def2-TZVPD" orbital_gap_ev="8.116 / 6.549" e_above_lowest_kcal_mol=103.4 lumo_energy_ev="-0.61 / -1.38" energy_ha=-1643.430410 spin_multiplicity=1
C 1.880 0.038 0.190 0.3 -0.8 0.9
P -0.962 -1.316 0.244 -0.8 -0.3 0.7
P 0.651 1.058 -0.531 0.0 -0.2 -2.0
Cl 2.659 -0.943 -0.935 0.7 -0.6 -0.3
Cl 2.131 -0.353 1.866 -0.1 0.4 -0.7
H -1.314 -2.046 1.424 0.3 -0.2 -0.2
H -1.864 -0.322 0.745 0.2 0.1 -0.4
H 0.175 1.475 0.650 -0.5 1.3 1.4
H 1.508 2.076 -1.040 -0.1 0.4 0.6

=====

(5)
19
Properties=species:S:1:pos:R:3:forces:R:3 method="wB97M-V/def2-TZVPD" charge=+1 orbital_gap_ev=9.076 e_above_lowest_kcal_mol=75.4 lumo_energy_ev=-2.81 energy_ha=-377.706573 spin_multiplicity=1
C -0.984 1.306 -0.155 1.0 -3.8 -0.4
C -1.462 0.042 0.063 1.4 -1.3 -0.9
C -0.512 -1.511 -0.361 -2.0 5.1 3.2
C 1.326 -0.079 0.402 -2.5 -2.1 -1.4
N 0.837 -1.199 -0.326 4.9 0.8 -1.4
N -2.691 -0.300 0.502 0.0 -0.6 0.2
N 2.644 0.084 0.464 2.6 1.6 0.4
N 0.433 1.361 -0.553 -0.8 2.4 4.9
H -1.360 2.164 0.308 -0.9 1.2 0.3
H -0.775 -2.201 0.405 -0.7 -0.8 0.3
H -0.942 -1.580 -1.278 -0.9 -1.1 -2.7
H 0.618 0.105 1.243 1.3 0.1 -0.2
H 1.489 -1.568 -1.125 -1.8 1.0 2.1
H -2.789 -1.249 0.834 -0.4 0.3 -0.1
H -3.527 0.246 0.367 0.3 0.1 0.1
H 3.065 0.741 1.167 -1.0 -1.0 -1.0
H 3.296 0.003 -0.355 -1.4 -0.3 1.0
H 0.701 2.297 -0.114 0.4 -1.7 -1.3
H 0.633 1.340 -1.488 0.5 0.1 -3.0

=====

(6)
12
Properties=species:S:1:pos:R:3:forces:R:3 method="wB97M-V/def2-TZVPD" orbital_gap_ev=7.119 e_above_lowest_kcal_mol=0.0 lumo_energy_ev=-1.23 energy_ha=-2556.983923 spin_multiplicity=1
Zn 0.711 0.294 -1.285 1.5 0.0 -0.4
S 2.670 -0.425 0.148 2.5 -0.6 -1.3
O 4.014 -0.442 -0.528 -2.5 0.1 1.2
O 1.996 0.998 -0.100 0.0 0.4 0.0
O 1.640 -1.269 -0.755 0.5 0.0 0.3
O -1.034 0.008 -0.733 -2.5 -0.9 0.7
C -1.422 -0.538 0.601 -0.7 -0.6 0.0
C -1.727 0.839 0.214 0.4 0.7 0.9
H -0.649 -1.023 1.196 0.6 1.2 -0.1
H -2.301 -1.178 0.704 0.1 -0.1 -1.2
H -1.157 1.660 0.653 0.0 -0.2 -0.3
H -2.740 1.077 -0.115 0.2 -0.1 0.2